[1]
{
  "formula": "C5H11N2O2",
  "method": "ωB97M-V/def2-TZVPD",
  "species": ["C", "C", "C", "C", "C", "N", "N", "O", "O", "H", "H", "H", "H", "H", "H", "H", "H", "H", "H", "H"],
  "xyz": [[-0.344, 0.668, 0.631], [-0.292, -1.317, 1.921], [1.016, 0.657, -1.397], [-0.854, -1.584, -0.372], [0.195, 2.671, -0.458], [-0.507, -0.752, 0.788], [0.254, 1.225, -0.496], [-0.450, -2.642, 2.176], [1.462, -0.637, -1.229], [-0.579, 1.300, 1.490], [-0.334, -0.691, 2.873], [1.221, 1.145, -2.232], [0.022, -2.152, -0.655], [-1.626, -2.195, -0.148], [-1.119, -0.869, -1.205], [1.193, 3.114, -0.202], [-0.616, 2.998, 0.261], [-0.165, 3.236, -1.306], [-0.582, -3.318, 1.486], [2.104, -0.857, -1.926]],
  "homo_ev": -10.92,
  "de_lowest_kcal_mol": 88.33,
  "max_force_ha_per_bohr": 0.0871,
  "total_charge": 1
}

---

[2]
{
  "formula": "C10H23N3O6P",
  "method": "ωB97M-V/def2-TZVPD",
  "species": ["C", "C", "O", "P", "O", "C", "C", "C", "N", "C", "C", "O", "O", "O", "C", "C", "H", "H", "H", "H", "H", "H", "H", "H", "H", "H", "H", "H", "H", "H", "H", "H", "H", "H", "H", "C", "O", "N", "N", "H", "H", "H", "H"],
  "xyz": [[-0.049, 2.973, -1.446], [-0.081, 1.711, -0.636], [-1.443, 1.236, -0.455], [-1.893, 0.926, 1.029], [-3.342, 0.743, 1.072], [-1.117, -0.599, 1.607], [0.396, -0.605, 1.925], [1.024, -1.924, 1.451], [1.426, -1.832, 0.048], [2.698, -2.528, -0.269], [2.369, -3.917, -0.874], [2.124, -3.937, -2.111], [2.305, -4.858, -0.048], [-1.432, 2.229, 1.852], [-1.233, 2.092, 3.267], [0.239, 2.301, 3.634], [-0.379, 2.826, -2.460], [-0.566, 3.790, -0.956], [0.992, 3.285, -1.501], [0.424, 1.891, 0.302], [0.455, 0.951, -1.186], [-1.364, -1.379, 0.903], [-1.654, -0.852, 2.511], [0.933, 0.221, 1.485], [0.499, -0.599, 3.005], [0.270, -2.696, 1.599], [1.847, -2.190, 2.101], [0.724, -2.330, -0.481], [3.260, -1.927, -0.977], [3.301, -2.695, 0.616], [-1.662, 1.180, 3.664], [-1.793, 2.904, 3.710], [0.766, 2.567, 2.727], [0.333, 3.141, 4.309], [0.728, 1.422, 4.028], [-0.991, 0.021, -4.000], [-0.634, 1.109, -3.577], [-1.314, -0.186, -5.317], [-1.089, -1.071, -3.194], [-1.604, -1.071, -5.684], [-1.247, 0.601, -5.933], [-0.858, -0.947, -2.225], [-1.369, -1.977, -3.515]],
  "homo_ev": -4.25,
  "max_force_ha_per_bohr": 0.0306,
  "total_charge": -1
}

---

[3]
{
  "formula": "CH2NO3S",
  "method": "ωB97M-V/def2-TZVPD",
  "species": ["C", "N", "O", "O", "O", "S", "H", "H"],
  "xyz": [[2.762, 0.349, 0.125], [-0.168, 0.865, 1.034], [-0.606, -0.440, 1.553], [3.153, 1.427, 0.076], [2.493, -0.770, 0.123], [-1.095, 1.418, -0.175], [-0.568, 0.852, -1.385], [-0.107, -1.084, 1.029]],
  "homo_ev": -2.45,
  "de_lowest_kcal_mol": 64.16,
  "max_force_ha_per_bohr": 0.0281,
  "total_charge": -1
}

---

[4]
{
  "formula": "Cl4O16Sr",
  "method": "ωB97M-V/def2-TZVPD",
  "species": ["Sr", "Cl", "O", "O", "O", "O", "Cl", "O", "O", "O", "O", "Cl", "O", "O", "O", "O", "Cl", "O", "O", "O", "O"],
  "xyz": [[2.316, -0.087, 0.179], [-1.372, 5.140, 1.389], [-2.557, 5.757, 1.006], [-0.265, 5.984, 0.812], [-1.031, 5.412, 2.708], [-1.090, 3.772, 0.779], [1.939, 1.153, -6.227], [1.754, -0.199, -6.798], [0.872, 2.077, -6.657], [1.576, 0.935, -4.934], [3.258, 1.844, -6.144], [2.161, -3.450, 5.970], [3.469, -3.758, 6.380], [1.436, -2.407, 6.705], [2.084, -3.239, 4.496], [1.385, -4.530, 6.333], [-3.165, -2.892, -1.183], [-3.383, -4.161, -1.756], [-3.413, -1.936, -2.282], [-4.052, -2.810, -0.014], [-1.923, -2.604, -0.762]],
  "homo_ev": -4.49,
  "de_lowest_kcal_mol": 236.69,
  "max_force_ha_per_bohr": 0.1823,
  "total_charge": -2
}

---

[5]
{
  "formula": "C5H20F2InNO9S2",
  "method": "ωB97M-V/def2-TZVPD",
  "species": ["In", "N", "S", "O", "O", "F", "S", "O", "O", "F", "C", "O", "H", "H", "H", "H", "C", "O", "H", "H", "H", "H", "C", "O", "H", "H", "H", "H", "C", "O", "H", "H", "H", "H", "C", "O", "H", "H", "H", "H"],
  "xyz": [[-0.440, -1.672, 0.718], [-0.073, -0.321, -0.436], [0.895, -0.208, -1.610], [1.971, 0.788, -1.490], [0.346, -0.376, -2.947], [1.642, -1.674, -1.413], [-0.676, 1.248, -0.646], [-1.181, 1.721, -1.881], [-0.172, 2.294, 0.262], [-2.014, 0.778, 0.106], [0.866, 2.563, 2.108], [1.258, 3.683, 2.862], [0.451, 1.788, 2.752], [0.080, 2.767, 1.380], [1.720, 2.147, 1.574], [1.076, 3.503, 3.787], [1.685, -2.571, -3.547], [2.642, -2.981, -4.490], [0.917, -3.345, -3.514], [2.139, -2.289, -2.597], [1.164, -1.692, -3.925], [3.359, -2.343, -4.458], [-2.053, 1.145, 1.948], [-1.146, 0.101, 1.631], [-2.287, 1.033, 3.007], [-1.678, 2.164, 2.048], [-3.023, 1.205, 1.455], [-0.662, -0.103, 2.435], [-3.348, -0.965, 0.092], [-2.201, -1.801, -0.187], [-4.169, -1.191, -0.589], [-3.659, -0.988, 1.136], [-3.145, 0.065, -0.201], [-2.135, -2.116, -1.092], [1.951, -0.059, 1.064], [1.587, -1.246, 0.506], [2.299, -0.220, 2.085], [2.670, 0.504, 0.469], [1.052, 0.557, 1.019], [2.293, -1.892, 0.582]],
  "homo_ev": -14.86,
  "de_lowest_kcal_mol": 204.02,
  "max_force_ha_per_bohr": 0.2206,
  "total_charge": 2
}

---

[6]
{
  "formula": "O2",
  "method": "ωB97M-V/def2-TZVPD",
  "species": ["O", "O"],
  "xyz": [[0.000, 0.000, 1.039], [0.000, 0.000, -1.039]],
  "homo_ev": -13.09,
  "de_lowest_kcal_mol": 171.94,
  "max_force_ha_per_bohr": 0.1421
}

---

[7]
{
  "formula": "H4O2",
  "method": "ωB97M-V/def2-TZVPD",
  "species": ["H", "H", "O", "H", "H", "O"],
  "xyz": [[-1.234, -0.162, -0.108], [-1.397, -1.027, -0.255], [-0.952, 0.985, 0.173], [1.750, 0.079, 0.619], [0.447, 0.273, -0.190], [1.386, -0.148, -0.238]],
  "spin_multiplicity": 2,
  "homo_ev": [-3.84, -3.39],
  "de_lowest_kcal_mol": 45.45,
  "max_force_ha_per_bohr": 0.0108,
  "total_charge": -1,
  "s_squared": 0.760
}

---

[8]
{
  "formula": "C22H41AuBGeN2O3",
  "method": "ωB97M-V/def2-TZVPD",
  "species": ["Au", "C", "C", "O", "N", "C", "C", "C", "C", "C", "C", "N", "H", "H", "H", "H", "H", "H", "H", "H", "H", "H", "C", "C", "C", "C", "Ge", "C", "C", "C", "C", "H", "H", "H", "H", "H", "H", "H", "H", "H", "H", "H", "H", "H", "H", "H", "H", "H", "H", "H", "C", "C", "C", "O", "B", "O", "C", "C", "C", "H", "H", "H", "H", "H", "H", "H", "H", "H", "H", "H", "H"],
  "xyz": [[1.770, 0.407, 0.330], [0.837, -0.431, 4.352], [1.511, -0.343, 3.023], [0.808, -0.481, 1.973], [2.835, -0.120, 3.022], [3.831, -0.421, 1.972], [4.379, 0.719, 1.108], [5.653, 1.205, 1.297], [6.165, 2.158, 0.419], [5.390, 2.597, -0.639], [4.112, 2.092, -0.786], [3.633, 1.176, 0.062], [-0.240, -0.444, 4.221], [1.119, 0.415, 4.980], [1.154, -1.343, 4.860], [3.230, 0.009, 3.944], [3.443, -1.226, 1.335], [4.681, -0.867, 2.486], [6.254, 0.832, 2.115], [7.167, 2.542, 0.561], [5.759, 3.325, -1.348], [3.459, 2.414, -1.583], [-2.071, -4.577, -2.370], [-1.968, -3.984, -3.766], [-2.218, -2.479, -3.768], [-1.253, -1.749, -2.819], [-1.378, -2.526, -1.053], [-2.927, -2.254, 0.073], [-3.531, -3.507, 0.721], [-2.509, -4.393, 1.423], [-3.157, -5.574, 2.133], [-2.001, -5.668, -2.348], [-3.007, -4.326, -1.864], [-1.161, -4.371, -1.725], [-2.710, -4.478, -4.394], [-0.992, -4.214, -4.197], [-3.253, -2.276, -3.478], [-2.095, -2.080, -4.775], [-1.509, -0.689, -2.735], [-0.224, -1.829, -3.171], [-0.049, -2.844, -0.354], [-3.662, -1.700, -0.512], [-2.549, -1.580, 0.852], [-4.077, -4.088, -0.026], [-4.284, -3.177, 1.439], [-1.939, -3.791, 2.140], [-1.778, -4.771, 0.693], [-3.860, -5.232, 2.893], [-2.413, -6.199, 2.623], [-3.708, -6.200, 1.429], [-2.320, 3.681, -0.411], [-0.896, 3.460, -0.842], [-0.735, 3.447, -2.344], [-0.498, 2.021, -0.385], [0.758, 2.241, -0.073], [1.377, 3.393, 0.011], [0.162, 4.347, -0.089], [-0.205, 4.663, 1.343], [0.611, 5.565, -0.852], [-2.986, 3.030, -0.974], [-2.603, 4.713, -0.631], [-2.462, 3.505, 0.652], [-1.376, 2.678, -2.772], [0.296, 3.266, -2.650], [-1.046, 4.407, -2.757], [-0.519, 3.776, 1.894], [-1.020, 5.386, 1.367], [0.653, 5.108, 1.844], [1.042, 5.313, -1.818], [1.345, 6.117, -0.268], [-0.245, 6.223, -1.016]],
  "homo_ev": -18.29,
  "de_lowest_kcal_mol": 55.37,
  "max_force_ha_per_bohr": 0.0059,
  "total_charge": 3
}

---

[9]
{
  "formula": "C5H8N",
  "method": "ωB97M-V/def2-TZVPD",
  "species": ["C", "C", "C", "C", "C", "N", "H", "H", "H", "H", "H", "H", "H", "H"],
  "xyz": [[1.075, -0.141, -1.748], [0.941, -1.293, -1.098], [0.318, 0.835, -0.753], [0.172, -1.406, 0.141], [-0.915, 0.640, 1.363], [-0.257, 0.036, 0.327], [1.498, -0.091, -2.677], [1.057, 1.497, -0.355], [-0.483, 1.405, -1.044], [-0.692, -2.032, -0.005], [0.680, -1.925, 0.842], [-0.211, 1.174, 2.021], [-1.741, 1.327, 0.951], [-1.444, -0.026, 2.036]],
  "homo_ev": [-14.53, -14.43],
  "de_lowest_kcal_mol": 133.30,
  "max_force_ha_per_bohr": 0.1110,
  "total_charge": 1
}

---

[10]
{
  "formula": "C32H26BeN4O3S3",
  "method": "ωB97M-V/def2-TZVPD",
  "species": ["Be", "S", "C", "N", "C", "C", "N", "C", "C", "C", "C", "C", "C", "C", "C", "S", "C", "C", "C", "C", "C", "C", "C", "H", "H", "H", "H", "H", "H", "H", "H", "H", "H", "H", "H", "H", "H", "H", "H", "H", "H", "O", "S", "O", "N", "C", "O", "C", "C", "C", "C", "C", "C", "H", "H", "H", "H", "N", "C", "C", "C", "C", "C", "C", "C", "H", "H", "H", "H"],
  "xyz": [[-2.862, -0.133, -0.115], [-2.014, 0.186, 1.843], [-0.616, 0.990, 1.397], [0.355, 1.278, 2.246], [1.536, 2.012, 1.800], [1.924, 1.552, 0.425], [0.782, 1.748, -0.463], [1.020, 1.992, -1.905], [2.362, 2.597, -2.201], [2.524, 3.978, -2.150], [3.759, 4.550, -2.418], [4.839, 3.742, -2.744], [4.682, 2.364, -2.804], [3.448, 1.791, -2.532], [-0.436, 1.442, -0.053], [-1.786, 1.557, -1.036], [0.329, 0.892, 3.661], [1.489, -0.015, 3.985], [1.759, -1.103, 3.161], [2.831, -1.935, 3.438], [3.630, -1.694, 4.550], [3.358, -0.616, 5.377], [2.292, 0.228, 5.090], [2.342, 1.810, 2.503], [1.322, 3.085, 1.803], [2.221, 0.500, 0.421], [2.756, 2.147, 0.059], [0.228, 2.658, -2.242], [0.892, 1.032, -2.411], [1.676, 4.609, -1.908], [3.876, 5.625, -2.382], [5.802, 4.186, -2.960], [5.523, 1.734, -3.063], [3.315, 0.717, -2.566], [-0.621, 0.403, 3.852], [0.369, 1.804, 4.262], [1.145, -1.306, 2.292], [3.035, -2.766, 2.776], [4.466, -2.346, 4.766], [3.980, -0.422, 6.242], [2.088, 1.080, 5.729], [2.124, -1.095, -1.632], [1.371, -2.024, -0.823], [2.054, -2.612, 0.296], [-0.015, -1.307, -0.346], [-1.059, -1.854, -0.926], [-2.249, -1.440, -0.827], [-0.748, -3.029, -1.798], [-1.619, -3.828, -2.514], [-1.077, -4.862, -3.268], [0.297, -5.083, -3.303], [1.172, -4.275, -2.586], [0.614, -3.256, -1.843], [-2.684, -3.644, -2.480], [-1.732, -5.508, -3.838], [0.690, -5.895, -3.900], [2.241, -4.438, -2.610], [-9.977, 0.477, -0.452], [-8.832, 0.377, -0.392], [-7.402, 0.253, -0.318], [-6.773, -0.878, -0.832], [-5.392, -0.982, -0.754], [-4.591, 0.011, -0.176], [-5.266, 1.131, 0.329], [-6.643, 1.265, 0.268], [-7.368, -1.660, -1.285], [-4.921, -1.871, -1.163], [-4.694, 1.934, 0.787], [-7.138, 2.142, 0.664]],
  "homo_ev": -8.54,
  "de_lowest_kcal_mol": 0.00,
  "max_force_ha_per_bohr": 0.0048
}

---

[11]
{
  "formula": "C22H25FN4O2",
  "method": "ωB97M-V/def2-TZVPD",
  "species": ["C", "C", "O", "C", "C", "C", "C", "C", "C", "H", "H", "N", "C", "O", "C", "N", "C", "C", "H", "H", "C", "N", "C", "N", "C", "C", "C", "C", "C", "C", "H", "H", "F", "H", "H", "C", "C", "H", "H", "H", "H", "H", "H", "H", "H", "H", "H", "H", "H", "H", "H", "H", "H", "H"],
  "xyz": [[-9.288, -1.841, 1.034], [-8.032, -0.996, 1.178], [-7.150, -1.357, 0.133], [-5.937, -0.749, 0.054], [-5.471, 0.233, 0.922], [-4.212, 0.783, 0.750], [-3.396, 0.362, -0.291], [-3.863, -0.619, -1.164], [-5.115, -1.166, -0.995], [-5.484, -1.926, -1.665], [-3.236, -0.953, -1.979], [-2.113, 0.879, -0.508], [-1.399, 1.749, 0.242], [-1.774, 2.306, 1.250], [-0.008, 2.002, -0.353], [0.491, 0.825, -1.040], [0.874, -0.249, -0.137], [2.215, -0.013, 0.570], [2.139, 0.848, 1.237], [2.466, -0.884, 1.178], [3.309, 0.236, -0.472], [4.587, 0.473, 0.156], [4.931, 1.523, 0.954], [6.145, 1.477, 1.404], [6.677, 0.324, 0.893], [7.944, -0.226, 1.053], [8.177, -1.417, 0.404], [7.226, -2.071, -0.380], [5.968, -1.531, -0.543], [5.701, -0.330, 0.098], [5.229, -2.035, -1.147], [7.494, -3.003, -0.852], [9.393, -1.998, 0.525], [8.700, 0.252, 1.651], [4.248, 2.318, 1.184], [2.899, 1.399, -1.379], [1.537, 1.083, -2.011], [1.221, 1.908, -2.653], [1.631, 0.186, -2.632], [2.828, 2.319, -0.796], [3.646, 1.549, -2.160], [3.420, -0.665, -1.088], [0.083, -0.377, 0.605], [0.939, -1.167, -0.731], [-0.114, 2.812, -1.081], [0.635, 2.367, 0.459], [-1.606, 0.491, -1.296], [-3.860, 1.541, 1.429], [-6.078, 0.583, 1.741], [-7.558, -1.183, 2.152], [-8.282, 0.072, 1.108], [-9.035, -2.895, 1.101], [-9.993, -1.592, 1.822], [-9.750, -1.657, 0.069]],
  "homo_ev": -7.98,
  "de_lowest_kcal_mol": 0.66,
  "max_force_ha_per_bohr": 0.0170,
  "smiles": "CCOc1ccc(NC(=O)CN2CCC(n3cnc4cc(F)ccc43)CC2)cc1"
}

---

[12]
{
  "formula": "C8H10ClN3",
  "method": "ωB97M-V/def2-TZVPD",
  "species": ["C", "C", "C", "C", "C", "C", "C", "C", "H", "H", "H", "H", "H", "H", "H", "H", "H", "H", "N", "N", "N", "Cl"],
  "xyz": [[4.010, 0.788, -0.060], [3.781, -1.607, 0.301], [-0.064, 0.737, -0.057], [-0.651, 1.961, -0.110], [-1.948, 2.120, 0.058], [-2.761, 1.072, 0.361], [-2.249, -0.265, 0.074], [-0.882, -0.440, -0.084], [4.973, 0.357, -0.658], [3.457, 1.666, -0.607], [4.132, 1.014, 1.201], [3.057, -2.475, 0.346], [4.554, -1.943, -0.525], [4.480, -1.442, 1.195], [-0.008, 2.798, -0.126], [-2.410, 3.051, 0.293], [-3.828, 1.216, 0.401], [-0.476, -1.398, -0.224], [3.143, -0.439, -0.134], [1.822, -0.464, -0.012], [1.374, 0.690, -0.233], [-3.396, -1.620, -0.091]],
  "homo_ev": -8.21,
  "de_lowest_kcal_mol": 64.23,
  "max_force_ha_per_bohr": 0.0795,
  "smiles": "CN(C)/N=N/c1cccc(Cl)c1"
}